The following is a quantum chemistry calculation of 10 unconnected molecules or ions with the total composition C36H84O24 in a non-equilibrium geometry, from the OMol25 dataset.

Properties
SMILES string = COC(=O)OC.COC(=O)OC.COC(=O)OC.COC(=O)OC.COCCOC.COCCOC.COCCOC.COCCOC.COCCOC.COCCOC
Gap between HOMO and LUMO = 0.3503 Eh
Max |F| = 0.065 Eh/bohr
Electronic energy = -87824.130 eV
HOMO = -9.07 eV

Atoms and positions in Å:
1 C 19.4255 14.2425 19.7726
2 O 18.0992 13.8846 19.3504
3 C 17.0364 14.4516 19.9698
4 O 15.9104 14.1175 19.7349
5 O 17.4978 15.3857 20.8967
6 C 16.3408 16.0359 21.4517
7 H 19.5656 14.2572 20.8400
8 H 19.6355 15.2958 19.4382
9 H 20.1408 13.5804 19.3120
10 H 15.6238 15.2744 21.7573
11 H 15.8715 16.8540 20.9044
12 H 16.7994 16.5035 22.3505
13 C 18.1726 14.4267 16.1303
14 O 17.8712 15.7046 16.7220
15 C 17.2394 16.5966 15.9281
16 O 17.0742 16.4413 14.7315
17 O 16.8548 17.6258 16.6535
18 C 16.3942 18.7217 15.9299
19 H 17.2630 13.7497 16.2029
20 H 18.9288 14.0570 16.7528
21 H 18.6023 14.5074 15.1718
22 H 17.1430 18.9814 15.2343
23 H 16.2235 19.5033 16.6624
24 H 15.4486 18.4439 15.4216
25 C 14.0917 13.9592 17.0671
26 O 14.8865 12.9427 16.4895
27 C 14.1729 11.8977 15.9406
28 O 13.0491 11.6431 16.2393
29 O 14.9652 11.2146 15.1569
30 C 14.2144 10.4436 14.2247
31 H 13.1368 13.9901 16.4630
32 H 14.6223 14.8592 17.0354
33 H 13.8147 13.7480 18.1136
34 H 13.9460 11.0480 13.4055
35 H 13.3968 9.9114 14.6811
36 H 14.9097 9.7060 13.8642
37 C 19.4402 12.2679 13.6314
38 O 18.8894 13.3741 12.9669
39 C 17.5927 13.3275 12.6206
40 O 16.9320 12.3554 12.7587
41 O 17.1436 14.4515 12.1540
42 C 18.0694 15.5008 11.7685
43 H 20.5000 12.4066 13.7948
44 H 19.2264 11.2775 13.1328
45 H 18.8227 12.2526 14.6040
46 H 18.9944 15.4649 12.3620
47 H 17.5876 16.4626 11.9509
48 H 18.3448 15.2979 10.7021
49 C 13.6842 9.7992 20.8718
50 O 14.5094 9.4476 19.7953
51 C 15.1838 10.5433 19.2917
52 C 16.3208 10.1891 18.3146
53 O 17.0702 9.1664 18.9441
54 C 18.0599 9.6455 19.8175
55 H 14.1619 9.6755 21.8100
56 H 12.8055 9.1737 20.9480
57 H 13.4174 10.8321 20.8032
58 H 15.5093 11.1728 20.1635
59 H 14.5001 11.2434 18.7347
60 H 16.8913 11.0635 18.0910
61 H 15.9088 9.8255 17.4217
62 H 17.8158 10.6585 20.1212
63 H 19.0446 9.6474 19.3601
64 H 18.1922 8.9790 20.7151
65 C 12.0231 13.8397 20.9974
66 O 12.2838 12.8169 20.0819
67 C 11.1850 12.0655 19.5312
68 C 10.6741 12.7134 18.2934
69 O 9.7034 13.6177 18.6881
70 C 9.4681 14.7183 17.8423
71 H 11.8863 13.5476 22.0418
72 H 11.1876 14.4250 20.6134
73 H 12.9172 14.5155 20.9292
74 H 10.3824 12.0361 20.3233
75 H 11.6173 11.0874 19.1928
76 H 10.1936 11.9313 17.6796
77 H 11.5444 13.1528 17.7667
78 H 10.4013 15.1972 17.6787
79 H 8.7534 15.3690 18.2889
80 H 9.0291 14.5724 16.8666
81 C 13.8672 14.9077 13.6043
82 O 12.9907 13.8599 14.0051
83 C 12.2172 13.3865 12.9651
84 C 11.1413 12.5265 13.5435
85 O 10.0169 13.2833 13.9422
86 C 8.9552 12.4636 14.3000
87 H 14.4644 14.5326 12.7247
88 H 14.5667 15.2045 14.4227
89 H 13.3382 15.8652 13.4953
90 H 12.8947 12.8349 12.2726
91 H 11.7255 14.2446 12.4021
92 H 11.5752 12.0278 14.4510
93 H 10.8121 11.8153 12.7843
94 H 9.3158 11.7207 15.1001
95 H 8.5207 12.0204 13.3995
96 H 8.1417 13.0452 14.6961
97 C 14.1717 6.5639 12.3560
98 O 14.2042 7.1676 13.6812
99 C 13.4297 6.4351 14.5776
100 C 13.4170 7.2087 15.9078
101 O 12.2562 8.0252 15.9885
102 C 12.1104 8.6691 17.2757
103 H 14.7001 5.6224 12.2733
104 H 14.6021 7.3543 11.6283
105 H 13.1337 6.3134 12.1018
106 H 13.8589 5.3938 14.6481
107 H 12.3830 6.4304 14.2352
108 H 14.2749 7.9190 15.9270
109 H 13.3949 6.5563 16.8002
110 H 11.9054 7.9536 18.0327
111 H 11.2340 9.3211 17.2814
112 H 12.9508 9.3031 17.6244
113 C 20.0826 8.8158 11.3948
114 O 18.8856 8.6071 10.6881
115 C 17.8283 7.9971 11.3857
116 C 17.2270 8.8571 12.5380
117 O 18.1665 8.7443 13.6699
118 C 17.5582 9.2643 14.7853
119 H 20.5509 7.9012 11.8034
120 H 20.1052 9.5176 12.2369
121 H 20.7398 9.2303 10.6995
122 H 18.2613 7.1019 11.8630
123 H 17.0249 7.6704 10.6675
124 H 16.3415 8.4547 12.9017
125 H 16.9759 9.8405 12.1762
126 H 16.7390 8.6584 15.1432
127 H 17.1793 10.2984 14.6123
128 H 18.2472 9.4430 15.6364
129 C 18.2933 12.8723 8.6557
130 O 16.9555 12.6537 8.9785
131 C 16.6997 11.2254 9.0137
132 C 15.3656 11.1959 9.8049
133 O 14.7066 9.8832 9.7715
134 C 13.4276 10.0983 10.4177
135 H 18.9573 12.4360 9.3916
136 H 18.5342 13.9689 8.7440
137 H 18.4800 12.5022 7.6445
138 H 17.4666 10.7330 9.5420
139 H 16.6267 10.7668 7.9664
140 H 14.7442 12.0366 9.5115
141 H 15.6999 11.4364 10.7954
142 H 12.8572 10.8479 9.8776
143 H 13.5876 10.4750 11.4092
144 H 12.9287 9.1101 10.5221

The following is a quantum chemistry calculation of 3 unconnected molecules or ions with the total composition C36H87BN6O3P2 in a non-equilibrium geometry, from the OMol25 dataset.

Properties
SMILES string = CCCCCCCCCCCCCCCCCCCCBCCOCC.CN(C)P(=O)(N(C)C)N(C)C.CN(C)P(=O)(N(C)C)N(C)C
Gap between HOMO and LUMO = 0.3279 Eh
Max |F| = 0.112 Eh/bohr
Electronic energy = -73078.912 eV
HOMO = -8.41 eV

Atoms and positions in Å:
1 C -12.5464 -12.6463 3.4539
2 C -12.5438 -12.7277 1.9098
3 C -12.2445 -11.3950 1.2048
4 C -10.7895 -11.2451 0.7010
5 C -9.9367 -10.2278 1.5161
6 C -8.6169 -10.8757 1.9578
7 C -7.6757 -11.1090 0.7519
8 C -6.2399 -10.6044 0.9276
9 C -6.1085 -9.2329 1.5931
10 C -4.7920 -8.5469 1.2482
11 C -4.4448 -7.3975 2.1977
12 C -3.1837 -6.6529 1.7050
13 C -3.1425 -5.1704 2.1119
14 C -1.7149 -4.6680 2.4251
15 C -1.1610 -3.7028 1.3601
16 C -1.4540 -2.2271 1.6809
17 C -0.2887 -1.5177 2.4069
18 C 0.5266 -0.5706 1.4920
19 C 0.5539 0.8810 1.9961
20 C 0.8345 1.8796 0.8568
21 B 0.9876 3.3540 1.3488
22 C 0.1530 4.5368 0.7451
23 C 1.1459 5.3742 -0.0957
24 O 0.5790 5.9082 -1.2724
25 C 0.5471 7.3205 -1.3442
26 C -0.8568 7.8791 -1.0764
27 H -12.4404 -11.6176 3.7954
28 H -13.4587 -13.0555 3.8842
29 H -11.7164 -13.2267 3.8596
30 H -11.8967 -13.5320 1.5625
31 H -13.5564 -13.0164 1.6182
32 H -12.5237 -10.5503 1.8357
33 H -12.8920 -11.3386 0.3271
34 H -10.8269 -10.9389 -0.3445
35 H -10.3009 -12.2212 0.7219
36 H -9.6931 -9.4178 0.8262
37 H -10.5283 -9.8960 2.3676
38 H -8.1407 -10.3202 2.7648
39 H -8.8887 -11.8507 2.3733
40 H -8.1268 -10.6740 -0.1427
41 H -7.6500 -12.1846 0.5642
42 H -5.8191 -10.5028 -0.0800
43 H -5.6059 -11.3438 1.4196
44 H -6.0989 -9.3917 2.6770
45 H -6.9624 -8.5839 1.3855
46 H -4.8214 -8.1608 0.2254
47 H -3.9648 -9.2607 1.3108
48 H -5.2825 -6.7037 2.2888
49 H -4.1758 -7.8153 3.1703
50 H -2.3022 -7.1882 2.0622
51 H -3.1674 -6.7353 0.6149
52 H -3.5090 -4.5972 1.2582
53 H -3.7940 -4.9831 2.9656
54 H -1.7049 -4.1544 3.3905
55 H -1.0320 -5.5124 2.5314
56 H -1.6668 -3.9426 0.4201
57 H -0.0947 -3.8639 1.1931
58 H -1.6430 -1.7041 0.7425
59 H -2.3465 -2.1738 2.3066
60 H -0.7277 -0.8978 3.1907
61 H 0.3781 -2.2498 2.8627
62 H 0.1613 -0.6191 0.4649
63 H 1.5646 -0.9126 1.4773
64 H 1.3610 0.9649 2.7271
65 H -0.3996 1.1271 2.4682
66 H 0.0613 1.8238 0.0850
67 H 1.7664 1.5555 0.3705
68 H 1.7786 3.6429 2.2066
69 H -0.2243 5.1541 1.5673
70 H -0.7060 4.2079 0.1603
71 H 1.5732 6.1429 0.5521
72 H 1.9854 4.7285 -0.3870
73 H 1.2939 7.8060 -0.7111
74 H 0.8036 7.5774 -2.3755
75 H -1.5848 7.1120 -1.3331
76 H -0.9851 8.2121 -0.0486
77 H -1.0344 8.7141 -1.7559
78 C 7.8720 2.9053 2.8932
79 N 7.9342 2.1639 1.6472
80 C 9.2778 2.2367 1.0796
81 P 6.6676 2.0652 0.5216
82 O 7.0861 1.0046 -0.4239
83 N 5.2777 1.3625 1.2571
84 C 5.2148 1.1187 2.6866
85 C 4.6775 0.2604 0.5135
86 N 6.0763 3.6643 0.6521
87 C 4.6629 3.8881 0.3035
88 C 6.8862 4.5906 -0.1788
89 H 7.9364 3.9929 2.7543
90 H 8.7119 2.6016 3.5221
91 H 6.9735 2.6910 3.4589
92 H 9.5618 3.2633 0.8111
93 H 9.3519 1.6180 0.1880
94 H 10.0085 1.8641 1.8005
95 H 6.0371 0.4901 3.0515
96 H 4.2739 0.6201 2.9289
97 H 5.1986 2.0554 3.2463
98 H 5.2007 -0.6904 0.6701
99 H 4.6706 0.4663 -0.5541
100 H 3.6379 0.1406 0.8313
101 H 4.4016 3.4746 -0.6763
102 H 4.4598 4.9605 0.2869
103 H 4.0044 3.4559 1.0507
104 H 6.7885 4.3796 -1.2480
105 H 7.9418 4.5173 0.0866
106 H 6.5775 5.6195 0.0003
107 C 4.6531 7.0340 -5.8032
108 N 4.6984 7.3747 -4.3934
109 C 3.9926 6.3559 -3.6215
110 P 4.6333 8.9694 -3.7516
111 O 5.0819 8.6633 -2.3628
112 N 5.9243 9.9324 -4.3373
113 C 6.7877 9.4611 -5.4047
114 C 6.6876 10.6336 -3.3100
115 N 3.5225 9.5325 -4.9480
116 C 3.5287 10.9781 -5.2589
117 C 2.1284 9.1805 -4.5833
118 H 3.6528 7.1400 -6.2467
119 H 4.9557 5.9910 -5.9203
120 H 5.3468 7.6213 -6.3946
121 H 2.9257 6.3150 -3.8826
122 H 4.0701 6.5446 -2.5528
123 H 4.4263 5.3688 -3.8001
124 H 7.2648 8.5005 -5.1754
125 H 7.5734 10.1965 -5.5861
126 H 6.2422 9.3785 -6.3465
127 H 7.4283 9.9894 -2.8225
128 H 6.0317 11.0320 -2.5394
129 H 7.2082 11.4792 -3.7661
130 H 3.4439 11.6071 -4.3691
131 H 2.6843 11.1960 -5.9145
132 H 4.4305 11.2539 -5.7952
133 H 1.7918 9.7010 -3.6815
134 H 2.0384 8.1078 -4.4101
135 H 1.4555 9.4338 -5.4015